No. 1
Computed, not measured: a cluster of 2 separate species, C4H2IPS in total in a non-equilibrium geometry, with ωB97M-V/def2-TZVPD.

Geometry (Å):
C -0.89535 0.25325 -2.27135
C -0.91538 0.42650 2.29051
C -0.22369 0.04603 -1.29459
C -0.19565 0.17602 1.36071
P 0.82206 -0.39482 0.04579
S 1.97333 -3.05891 -0.04575
I 2.49656 1.36795 -0.08675
H -1.51636 0.48926 -3.08404
H -1.54551 0.69472 3.08546

Output
Orbital gap (alpha / beta) ... 7.032 / 7.091 eV
M ... 240.0 g/mol
Net charge ... 0
Multiplicity ... 1
E_tot ... -1190.635434 Ha
Highest occupied orbital energy (alpha / beta) ... -9.0 / -9.2 eV

No. 2
Computed, not measured: a structure of composition C4H2IrO2 in a non-equilibrium geometry, with ωB97M-V/def2-TZVPD.

Geometry (Å):
H -1.61843 -2.04234 -0.67116
C -0.91873 -1.30099 -0.29255
C -0.83789 0.04293 -0.01204
O 0.32233 -1.60693 0.05979
O 0.58017 -0.25181 0.43725
Ir 2.40191 0.63746 -0.01837
C -1.39881 1.40422 -0.57370
C -1.68630 1.15886 0.65638
H -1.30816 1.89965 -1.53417

Output
Orbital gap (alpha / beta) ... 6.805 / 7.321 eV
M ... 274.3 g/mol
Net charge ... +2
⟨S²⟩ ... 8.775
Multiplicity ... 6
E_tot ... -407.165050 Ha
Highest occupied orbital energy (alpha / beta) ... -17.9 / -20.4 eV

No. 3
Computed, not measured: a structure of composition C4H2KMgO2 in a non-equilibrium geometry, with ωB97M-V/def2-TZVPD.

Geometry (Å):
H -1.77249 1.12601 0.33952
C -1.56486 -0.26884 0.14102
C -0.45600 -0.99390 0.38570
C 0.87043 -0.51851 0.12033
C 2.06002 -0.29042 -0.02821
O 3.31660 -0.12207 -0.11137
O -2.77424 -0.55000 -0.06905
K -5.10212 1.67722 0.25383
Mg 4.78413 0.97489 -0.09922
H -0.61084 -2.03817 0.68394

Output
Orbital gap (alpha / beta) ... 6.893 / 5.937 eV
M ... 145.5 g/mol
Net charge ... +1
Multiplicity ... 1
E_tot ... -1103.772539 Ha
Highest occupied orbital energy (alpha / beta) ... -10.6 / -10.0 eV

No. 4
Computed, not measured: a structure of composition C4H2LuO2 in a non-equilibrium geometry, with ωB97M-V/def2-TZVPD.

Geometry (Å):
O 1.57955 -0.68794 0.33019
C 0.68512 -1.37014 -0.61073
C 1.11153 -1.33103 -2.00368
C 1.44572 -1.23430 -3.20662
H 0.54069 -2.42476 -0.29924
C -1.45776 2.19800 1.35402
O -1.72901 1.31677 2.20596
Lu -0.22289 0.34596 0.68055
H -1.95295 3.18743 1.54956

Output
Orbital gap (alpha / beta) ... 4.907 / 4.856 eV
M ... 257.0 g/mol
Net charge ... -1
Multiplicity ... 1
E_tot ... -1539.437155 Ha
Highest occupied orbital energy (alpha / beta) ... -2.5 / -2.3 eV

No. 5
Computed, not measured: the molecule C4H2N2O in a non-equilibrium geometry, with ωB97M-V/def2-TZVPD.

Geometry (Å):
C -2.50244 -0.27154 -0.04237
C -1.32278 -0.18956 -0.01423
C 0.18827 -0.14223 0.02024
C 1.11438 0.90170 0.10121
N 2.28432 0.27623 -0.08916
O 2.07924 -1.03397 -0.01656
N 0.69478 -1.30858 0.05991
H -3.61076 -0.18491 0.00107
H 1.07499 1.95285 -0.02012

Output
Orbital gap ... 10.930 eV
M ... 94.1 g/mol
Net charge ... 0
Multiplicity ... 1
E_tot ... -338.202763 Ha
Highest occupied orbital energy ... -10.7 eV
SMILES ... C#Cc1cnon1

No. 6
Computed, not measured: the molecule C4H2N2O in a non-equilibrium geometry, with ωB97M-V/def2-TZVPD.

Geometry (Å):
N -1.29745 -0.38651 3.04774
C -0.93632 -0.08263 1.96655
C -0.39125 0.03893 0.70230
N -0.12691 1.15308 0.09069
C 0.53344 0.78519 -1.08304
C 0.56841 -0.59418 -1.14304
O -0.08380 -1.06818 -0.02584
H 0.79785 1.53454 -1.80210
H 0.93603 -1.38024 -1.75324

Output
Orbital gap ... 9.998 eV
M ... 94.1 g/mol
Net charge ... 0
Multiplicity ... 1
E_tot ... -338.334059 Ha
Highest occupied orbital energy ... -10.0 eV
SMILES ... N#Cc1ncco1

Please write out number 1 again, unchanged.
Computed, not measured: a cluster of 2 separate species, C4H2IPS in total in a non-equilibrium geometry, with ωB97M-V/def2-TZVPD.

Geometry (Å):
C -0.89535 0.25325 -2.27135
C -0.91538 0.42650 2.29051
C -0.22369 0.04603 -1.29459
C -0.19565 0.17602 1.36071
P 0.82206 -0.39482 0.04579
S 1.97333 -3.05891 -0.04575
I 2.49656 1.36795 -0.08675
H -1.51636 0.48926 -3.08404
H -1.54551 0.69472 3.08546

Output
Orbital gap (alpha / beta) ... 7.032 / 7.091 eV
M ... 240.0 g/mol
Net charge ... 0
Multiplicity ... 1
E_tot ... -1190.635434 Ha
Highest occupied orbital energy (alpha / beta) ... -9.0 / -9.2 eV

What did the sixth record say?
Computed, not measured: the molecule C4H2N2O in a non-equilibrium geometry, with ωB97M-V/def2-TZVPD.

Geometry (Å):
N -1.29745 -0.38651 3.04774
C -0.93632 -0.08263 1.96655
C -0.39125 0.03893 0.70230
N -0.12691 1.15308 0.09069
C 0.53344 0.78519 -1.08304
C 0.56841 -0.59418 -1.14304
O -0.08380 -1.06818 -0.02584
H 0.79785 1.53454 -1.80210
H 0.93603 -1.38024 -1.75324

Output
Orbital gap ... 9.998 eV
M ... 94.1 g/mol
Net charge ... 0
Multiplicity ... 1
E_tot ... -338.334059 Ha
Highest occupied orbital energy ... -10.0 eV
SMILES ... N#Cc1ncco1

Question: Among the records above, which one has the highest net charge?
Answer: C4H2IrO2